[1]
Molecular formula: C9H11NOS
Method: DFT, wB97M-V/def2-TZVPD

Computed properties:
HOMO-LUMO gap: 9.81 eV
E_HOMO: -8.9967 eV
charge: 0
relative energy (zero: lowest compared OMol25 entry of this formula, charge and spin): 81.7 kcal/mol
electronic energy: -877.60738 Eh
maximum force: 5.59 eV Å⁻¹

Each line ends with the Mulliken charge.
Element x y z (Å)
C1 0.385 1.130 2.003  -0.340
C2 -0.169 1.221 0.692  -0.386
C3 0.420 -1.121 1.814  -0.247
C4 0.856 -0.033 2.625  0.528
C5 -0.288 0.071 0.037  0.209
C6 -0.976 -0.162 -1.516  -0.193
C7 -0.428 0.144 -2.848  0.062
C8 1.496 -0.231 3.955  -1.314
C9 -0.609 -0.767 -4.008  -1.421
N1 -0.013 -1.138 0.585  -0.486
O1 -1.800 2.417 -2.104  -0.569
S1 -2.016 1.022 -2.439  0.329
H1 0.358 1.990 2.611  0.393
H2 -0.383 2.264 0.450  0.400
H3 0.648 -2.108 2.329  0.250
H4 -1.355 -1.239 -1.457  0.278
H5 0.588 0.451 -2.824  0.451
H6 2.592 -0.398 3.867  0.275
H7 1.407 0.671 4.633  0.318
H8 1.176 -1.074 4.501  0.378
H9 0.293 -1.507 -4.017  0.304
H10 -0.698 -0.262 -4.909  0.395
H11 -1.485 -1.341 -3.981  0.388


[2]
Molecular formula: C9H19Cl8CuO
Method: DFT, wB97M-V/def2-TZVPD

Computed properties:
spin multiplicity: 2
HOMO-LUMO gap (spin up / spin down): 5.98 / 4.88 eV
E_HOMO (spin up / spin down): -12.4621 / -12.4620 eV
charge: +1
electronic energy: -5751.18418 Eh
maximum force: 1.39 eV Å⁻¹

Each line ends with the Löwdin spin population.
Element x y z (Å)
Cu1 2.288 3.865 -1.625  0.024
C1 0.811 1.165 -0.385  0.144
O1 1.516 2.051 -1.091  0.695
H1 0.318 1.692 0.464  0.047
H2 -0.130 0.903 -0.931  0.076
H3 1.358 0.270 -0.094  0.003
Cl1 0.417 -2.641 1.681  0.001
C2 -0.563 -1.133 1.575  0.001
C3 -1.850 -1.243 2.360  0.000
Cl2 -3.179 -1.885 1.381  0.000
H4 -0.658 -0.946 0.511  0.000
H5 0.072 -0.373 2.033  0.001
H6 -2.155 -0.282 2.779  0.000
H7 -1.704 -1.860 3.245  0.000
Cl3 5.362 -2.066 -1.629  0.000
C4 4.544 -0.943 -0.529  0.000
C5 4.415 -1.546 0.839  0.000
Cl4 3.644 -0.361 1.938  0.000
H8 3.556 -0.798 -0.959  0.000
H9 5.054 0.014 -0.447  0.000
H10 5.367 -1.833 1.277  0.000
H11 3.798 -2.443 0.847  0.000
Cl5 -2.930 3.255 2.689  0.000
C6 -1.741 3.618 1.408  0.002
C7 -2.255 3.325 0.015  0.000
Cl6 -2.865 1.670 -0.161  0.003
H12 -0.817 3.087 1.632  0.001
H13 -1.550 4.684 1.527  0.000
H14 -1.414 3.445 -0.675  0.000
H15 -3.022 4.024 -0.303  0.000
Cl7 -0.684 -3.174 -3.692  0.000
C8 -1.209 -2.000 -2.442  0.001
C9 -2.707 -1.941 -2.321  0.000
Cl8 -3.403 -3.413 -1.681  0.000
H16 -0.810 -1.046 -2.788  0.001
H17 -0.720 -2.281 -1.510  0.000
H18 -3.149 -1.724 -3.292  0.000
H19 -3.004 -1.136 -1.646  0.000


[3]
Molecular formula: C30H27I2N4O3PdS
Method: DFT, wB97M-V/def2-TZVPD

Computed properties:
HOMO-LUMO gap: 8.58 eV
E_HOMO: -11.2499 eV
charge: +1
relative energy (zero: lowest compared OMol25 entry of this formula, charge and spin): 0.0 kcal/mol
electronic energy: -2725.35780 Eh
maximum force: 0.25 eV Å⁻¹

Each line ends with the Mulliken charge.
Element x y z (Å)
Pd1 0.058 0.011 -0.256  -0.660
I1 0.581 2.784 -3.067  0.170
C1 -0.645 2.723 -1.279  -0.070
C2 -0.872 4.107 -0.675  -0.696
C3 -0.347 4.874 1.319  -0.692
I2 -1.096 6.823 1.700  0.213
C4 0.301 4.198 2.481  0.506
C5 1.071 4.675 3.520  -0.556
C6 1.584 3.741 4.413  -0.685
C7 1.319 2.395 4.215  -0.672
N1 0.580 1.922 3.204  -0.755
C8 0.084 2.825 2.374  -0.485
C9 -1.957 2.132 -1.745  0.414
O1 -2.374 1.954 -2.830  -0.502
H1 -1.452 4.789 -1.292  0.800
H2 1.255 5.736 3.645  0.451
H3 2.181 4.050 5.259  0.431
H4 1.712 1.656 4.903  0.460
C10 2.800 -0.706 -0.923  -1.012
N2 2.097 0.171 0.037  0.278
C11 2.361 -0.308 1.415  -0.839
C12 2.575 1.577 -0.130  -2.152
C13 1.448 2.553 -0.024  1.983
C14 1.606 3.871 -0.029  -1.765
C15 0.416 4.776 -0.072  0.212
C16 -1.370 3.868 0.763  -0.256
C17 -0.773 2.490 1.177  0.532
C18 0.037 1.988 -0.084  0.567
H5 3.879 -0.671 -0.746  0.383
H6 2.585 -0.380 -1.938  0.394
H7 2.454 -1.730 -0.795  0.141
H8 3.438 -0.295 1.610  0.391
H9 1.993 -1.328 1.515  0.264
H10 1.843 0.329 2.129  0.190
H11 3.011 1.659 -1.128  0.465
H12 3.371 1.777 0.592  0.396
H13 2.593 4.321 -0.020  0.515
H14 0.670 5.738 -0.508  0.847
H15 -2.421 3.993 1.009  0.634
H16 -1.540 1.777 1.467  0.960
C19 -7.328 -1.177 -4.510  -1.456
C20 -6.321 -0.811 -3.460  0.990
C21 -6.724 -0.313 -2.222  -0.926
C22 -5.796 0.042 -1.260  -0.646
C23 -4.444 -0.105 -1.552  0.234
C24 -4.011 -0.605 -2.776  0.028
C25 -4.956 -0.957 -3.717  -0.994
S1 -3.297 0.355 -0.329  1.331
O2 -2.827 1.825 -0.609  -0.296
O3 -3.922 0.348 0.949  -0.770
N3 -1.970 -0.423 -0.542  -0.253
C26 -1.847 -1.814 -0.383  0.627
C27 -2.851 -2.762 -0.258  -0.177
C28 -2.463 -4.086 -0.134  -0.737
C29 -1.116 -4.422 -0.134  -0.772
C30 -0.187 -3.405 -0.245  -0.241
N4 -0.544 -2.128 -0.366  -0.231
H17 -8.341 -1.164 -4.113  0.373
H18 -7.127 -2.169 -4.914  0.364
H19 -7.280 -0.471 -5.341  0.320
H20 -7.779 -0.204 -2.008  0.363
H21 -6.110 0.416 -0.295  0.504
H22 -2.955 -0.710 -2.987  0.422
H23 -4.632 -1.347 -4.674  0.422
H24 -3.894 -2.480 -0.248  0.511
H25 -3.216 -4.856 -0.034  0.442
H26 -0.792 -5.448 -0.041  0.412
H27 0.876 -3.611 -0.233  0.359